Density functional theory data (the ωB97M-V functional and the def2-TZVPD basis) for a cluster of 14 separate species, C42H70Cl6F2O9 in total.

Results
E_LUMO (spin up / spin down) = 0.0632 / 0.0615 Eh
Kohn-Sham gap (spin up / spin down) = 1.559 / 6.512 eV
2S+1 = 2
⟨S²⟩ = 0.759
DFT total energy = -143684.2769 eV
charge = -1

Bonds (Å) are listed after each position.
Geometry (Å):
1 F -3.397 -22.804 16.793  C2 1.345
2 C -4.087 -23.476 15.854  F1 1.345, C3 1.415, C7 1.403
3 C -3.531 -23.554 14.554  C2 1.415, C4 1.413, H8 1.080
4 C -4.304 -24.233 13.585  C3 1.413, C5 1.367, H9 1.080
5 C -5.469 -24.864 13.920  C4 1.367, C6 1.388, H10 1.080
6 C -6.009 -24.824 15.198  C5 1.388, C7 1.413, H11 1.080
7 C -5.292 -24.113 16.186  C2 1.403, C6 1.413, H12 1.080
8 H -2.616 -23.077 14.237  C3 1.080
9 H -3.910 -24.298 12.582  C4 1.080
10 H -5.970 -25.486 13.193  C5 1.080
11 H -6.906 -25.384 15.420  C6 1.080
12 H -5.733 -24.033 17.169  C7 1.080
13 F 2.086 -22.555 12.947  C14 1.380
14 C 1.786 -23.233 14.111  F13 1.380, C15 1.387, C19 1.354
15 C 0.491 -23.231 14.607  C14 1.387, C16 1.353, H20 1.080
16 C 0.153 -23.839 15.767  C15 1.353, C17 1.379, H21 1.080
17 C 1.134 -24.482 16.491  C16 1.379, C18 1.427, H22 1.080
18 C 2.479 -24.448 16.015  C17 1.427, C19 1.388, H23 1.080
19 C 2.782 -23.825 14.812  C14 1.354, C18 1.388, H24 1.080
20 H -0.309 -22.814 14.013  C15 1.080
21 H -0.906 -23.881 15.977  C16 1.080
22 H 0.875 -25.070 17.359  C17 1.080
23 H 3.206 -24.926 16.654  C18 1.080
24 H 3.804 -23.758 14.469  C19 1.080
25 C -0.962 -21.116 11.153  Cl26 1.744, Cl27 1.785, H28 1.090, H29 1.090
26 Cl -0.695 -19.811 10.026  C25 1.744
27 Cl -2.033 -20.601 12.484  C25 1.785
28 H -1.529 -21.889 10.635  C25 1.090
29 H -0.006 -21.467 11.542  C25 1.090
30 C -2.091 -26.700 14.709  Cl31 1.719, Cl32 1.781, H33 1.090, H34 1.090
31 Cl -1.303 -27.270 16.125  C30 1.719
32 Cl -1.537 -27.772 13.398  C30 1.781
33 H -3.167 -26.867 14.771  C30 1.090
34 H -1.735 -25.684 14.542  C30 1.090
35 C 5.506 -24.417 12.162  Cl36 1.776, Cl37 1.820, H38 1.090, H39 1.090
36 Cl 4.118 -25.453 11.771  C35 1.776
37 Cl 6.785 -24.479 10.869  C35 1.820
38 H 5.072 -23.420 12.248  C35 1.090
39 H 5.941 -24.727 13.112  C35 1.090
40 C 2.322 -28.089 13.583  C41 1.502, H44 1.090, H45 1.090, H46 1.090
41 C 2.739 -28.803 14.837  C40 1.502, O42 1.270, C43 1.525
42 O 3.870 -29.380 14.864  C41 1.270
43 C 1.819 -28.806 16.053  C41 1.525, H47 1.090, H48 1.090, H49 1.090
44 H 1.973 -27.065 13.716  C40 1.090
45 H 1.455 -28.619 13.189  C40 1.090
46 H 3.035 -28.122 12.760  C40 1.090
47 H 0.899 -29.380 15.944  C43 1.090
48 H 1.565 -27.800 16.388  C43 1.090
49 H 2.352 -29.280 16.877  C43 1.090
50 C 3.710 -18.993 15.737  C51 1.530, H54 1.090, H55 1.090, H56 1.090
51 C 4.775 -19.809 16.474  C50 1.530, O52 1.258, C53 1.525
52 O 5.864 -19.249 16.765  C51 1.258
53 C 4.430 -21.221 16.936  C51 1.525, H57 1.090, H58 1.090, H59 1.090
54 H 2.689 -19.168 16.075  C50 1.090
55 H 3.723 -19.302 14.692  C50 1.090
56 H 3.924 -17.925 15.718  C50 1.090
57 H 4.574 -21.917 16.110  C53 1.090
58 H 3.414 -21.346 17.310  C53 1.090
59 H 5.222 -21.474 17.641  C53 1.090
60 C 3.219 -23.683 19.827  C61 1.549, H64 1.090, H65 1.090, H66 1.090
61 C 4.473 -24.146 20.610  C60 1.549, O62 1.206, C63 1.531
62 O 5.545 -24.276 20.073  C61 1.206
63 C 4.293 -24.396 22.110  C61 1.531, H67 1.090, H68 1.090, H69 1.090
64 H 3.290 -23.638 18.740  C60 1.090
65 H 2.954 -22.645 20.026  C60 1.090
66 H 2.376 -24.357 19.983  C60 1.090
67 H 4.687 -25.390 22.321  C63 1.090
68 H 3.261 -24.305 22.447  C63 1.090
69 H 4.874 -23.684 22.697  C63 1.090
70 C 0.338 -26.012 11.007  C71 1.532, H74 1.090, H75 1.090, H76 1.090
71 C -0.790 -24.975 10.982  C70 1.532, O72 1.220, C73 1.513
72 O -1.089 -24.369 11.998  C71 1.220
73 C -1.551 -24.771 9.690  C71 1.513, H77 1.090, H78 1.090, H79 1.090
74 H 0.091 -27.022 10.679  C70 1.090
75 H 0.691 -26.014 12.038  C70 1.090
76 H 1.115 -25.589 10.370  C70 1.090
77 H -1.492 -25.638 9.032  C73 1.090
78 H -1.034 -23.940 9.211  C73 1.090
79 H -2.585 -24.460 9.841  C73 1.090
80 C 2.959 -22.861 9.845  C81 1.500, H84 1.090, H85 1.090, H86 1.090
81 C 2.098 -22.037 8.934  C80 1.500, O82 1.247, C83 1.516
82 O 0.862 -22.204 8.903  C81 1.247
83 C 2.790 -21.022 8.045  C81 1.516, H87 1.090, H88 1.090, H89 1.090
84 H 3.827 -22.306 10.201  C80 1.090
85 H 3.239 -23.768 9.309  C80 1.090
86 H 2.404 -23.146 10.739  C80 1.090
87 H 1.999 -20.299 7.844  C83 1.090
88 H 3.120 -21.550 7.150  C83 1.090
89 H 3.671 -20.600 8.528  C83 1.090
90 C -0.663 -26.128 20.442  C91 1.481, H94 1.090, H95 1.090, H96 1.090
91 C -1.473 -27.300 20.849  C90 1.481, O92 1.247, C93 1.512
92 O -1.095 -28.457 20.577  C91 1.247
93 C -2.728 -27.016 21.643  C91 1.512, H97 1.090, H98 1.090, H99 1.090
94 H -1.044 -25.571 19.586  C90 1.090
95 H 0.380 -26.399 20.280  C90 1.090
96 H -0.628 -25.442 21.288  C90 1.090
97 H -2.462 -26.552 22.593  C93 1.090
98 H -3.292 -27.938 21.785  C93 1.090
99 H -3.434 -26.342 21.158  C93 1.090
100 C 5.941 -26.166 16.481  C101 1.526, H104 1.090, H105 1.090, H106 1.090
101 C 6.672 -27.506 16.460  C100 1.526, O102 1.228, C103 1.540
102 O 6.273 -28.482 15.832  C101 1.228
103 C 7.969 -27.641 17.280  C101 1.540, H107 1.090, H108 1.090, H109 1.090
104 H 5.565 -25.940 17.479  C100 1.090
105 H 5.061 -26.239 15.842  C100 1.090
106 H 6.645 -25.407 16.141  C100 1.090
107 H 8.218 -28.690 17.438  C103 1.090
108 H 7.836 -27.261 18.293  C103 1.090
109 H 8.798 -27.196 16.730  C103 1.090
110 C -2.443 -21.592 20.281  C111 1.509, H114 1.090, H115 1.090, H116 1.090
111 C -1.286 -22.398 20.819  C110 1.509, O112 1.241, C113 1.540
112 O -1.452 -22.973 21.906  C111 1.241
113 C -0.042 -22.596 19.933  C111 1.540, H117 1.090, H118 1.090, H119 1.090
114 H -2.100 -20.869 19.541  C110 1.090
115 H -2.956 -21.121 21.120  C110 1.090
116 H -3.117 -22.219 19.698  C110 1.090
117 H -0.199 -22.148 18.951  C113 1.090
118 H 0.271 -23.638 19.870  C113 1.090
119 H 0.760 -22.056 20.437  C113 1.090
120 C 1.968 -28.587 19.615  C121 1.532, H124 1.090, H125 1.090, H126 1.090
121 C 3.011 -27.521 19.265  C120 1.532, O122 1.213, C123 1.542
122 O 2.757 -26.721 18.388  C121 1.213
123 C 4.253 -27.439 20.175  C121 1.542, H127 1.090, H128 1.090, H129 1.090
124 H 1.607 -28.473 20.637  C120 1.090
125 H 2.411 -29.580 19.542  C120 1.090
126 H 1.091 -28.539 18.968  C120 1.090
127 H 3.992 -27.252 21.217  C123 1.090
128 H 5.048 -26.797 19.796  C123 1.090
129 H 4.754 -28.404 20.104  C123 1.090